Version w
# C28H34Cl3GeN6O11PSTi

A molecular structure, C28H34Cl3GeN6O11PSTi (wB97M-V/def2-TZVPD, OMol25).

Properties
- 2S+1 = 4
- orbital gap (alpha / beta) (eV) = 4.6 / 7.0
- net charge = -1

```
86
C28H34Cl3GeN6O11PSTi | OMol25 | wB97M-V/def2-TZVPD
Ti 0.2399 0.1038 -0.2876
O 2.2525 0.4252 -0.0902
N 2.8166 1.3799 0.6424
C 4.1696 1.4263 0.6146
C 4.8531 2.3747 1.3145
C 4.1228 3.2920 2.0847
C 2.7560 3.2095 2.1189
C 2.0597 2.2318 1.3843
S 0.3669 2.0907 1.4081
H 4.6122 0.6465 0.0141
H 5.9317 2.3872 1.2796
H 4.6352 4.0501 2.6607
H 2.1603 3.8799 2.7203
N -2.3913 -2.8873 -1.1262
N -2.9547 -2.5548 0.1590
H -1.5525 -3.4494 -0.9869
H -2.0595 -2.0098 -1.5096
H -2.2173 -2.3780 0.8402
H -3.4714 -3.3658 0.4744
Cl -0.8648 -2.4631 3.5318
Ge -0.1824 -0.4498 2.8956
Cl 1.1324 0.2690 4.5027
Cl -2.1183 0.6242 3.2728
O -2.2772 0.5811 -2.5894
C -2.5506 0.6889 -1.3890
O -1.7618 0.4143 -0.4172
C -3.9025 1.1810 -0.9509
C -4.5053 2.2236 -1.6408
C -5.7397 2.7403 -1.2448
C -6.3290 2.1483 -0.1550
O -7.5411 2.4431 0.4223
C -7.6282 1.6122 1.5764
O -6.5586 0.6856 1.5429
C -5.7328 1.0968 0.5215
C -4.5112 0.5908 0.1625
H -3.9960 2.6330 -2.5031
H -6.2129 3.5616 -1.7647
H -8.5771 1.0724 1.5560
H -7.5465 2.2339 2.4754
H -4.0309 -0.2258 0.6842
C 2.5057 1.3791 -3.3033
P 1.0560 2.3658 -2.8535
C -0.0674 2.3547 -4.2679
C 1.6462 4.0614 -2.6472
O 0.3689 1.8950 -1.6181
H 3.2602 1.9901 -3.7999
H 2.2165 0.5582 -3.9571
H 2.9113 0.9513 -2.3853
H 0.4664 2.3633 -5.2186
H -0.7437 3.2076 -4.2207
H -0.6718 1.4510 -4.1648
H 2.0940 4.4453 -3.5642
H 2.3852 4.0852 -1.8456
H 0.8031 4.6888 -2.3594
O 1.6022 -1.5791 2.0668
C 1.2739 -2.1759 1.0138
O 0.2228 -1.7366 0.3347
C 1.9668 -3.3016 0.4522
C 1.5457 -3.8810 -0.7680
C 2.2594 -4.8795 -1.3647
C 3.4541 -5.3442 -0.7672
C 3.8706 -4.8014 0.4718
C 3.1397 -3.8072 1.0608
N 4.2125 -6.3152 -1.4071
O 5.2613 -6.7289 -0.8592
O 3.8170 -6.7622 -2.5142
H 0.6368 -3.5155 -1.2277
H 1.9423 -5.3435 -2.2875
H 4.7727 -5.1869 0.9222
H 3.4577 -3.3804 2.0032
N 0.5444 -0.8080 -2.3052
C 0.0233 -1.5660 -3.0069
N -0.5537 -2.4298 -3.7939
C 0.2260 -3.5261 -4.3800
C 0.5634 -3.1631 -5.8174
O -0.6084 -2.8454 -6.5487
C -1.2929 -1.7341 -5.9930
C -1.7330 -2.0161 -4.5664
H -0.3952 -4.4234 -4.3529
H 1.1171 -3.6991 -3.7767
H 1.0374 -4.0012 -6.3255
H 1.2542 -2.3075 -5.8316
H -2.1536 -1.5425 -6.6322
H -0.6392 -0.8493 -6.0118
H -2.4425 -2.8452 -4.5424
H -2.1836 -1.1476 -4.0834
```

=====

Version x
# C28H34Cl3GeN6O11PSTi

A molecular structure, C28H34Cl3GeN6O11PSTi (wB97M-V/def2-TZVPD, OMol25).

Properties
- 2S+1 = 4
- orbital gap (alpha / beta) (eV) = 4.8 / 6.2
- net charge = -1

```
86
C28H34Cl3GeN6O11PSTi | OMol25 | wB97M-V/def2-TZVPD
Ti -1.5898 0.9006 -0.2821
O -3.2084 0.9500 0.8467
N -3.9186 0.3748 1.8202
C -5.2168 0.1523 1.4994
C -6.0900 -0.4044 2.3801
C -5.6117 -0.7426 3.6547
C -4.3076 -0.5013 3.9692
C -3.3886 0.0874 3.0561
S -1.7896 0.4227 3.4707
H -5.4708 0.4634 0.4984
H -7.1167 -0.5634 2.0872
H -6.2735 -1.1869 4.3872
H -3.9094 -0.7374 4.9446
N -2.4680 3.6372 -1.4163
N -2.7533 2.2553 -1.6187
H -2.8454 4.2296 -2.1522
H -1.4572 3.7857 -1.2965
H -2.5660 1.9057 -2.5676
H -3.7411 2.1155 -1.4133
Cl -3.1590 6.3474 0.0448
Ge -3.2922 4.2298 0.6670
Cl -5.3016 3.6228 -0.0885
Cl -3.6671 4.3435 2.8774
O 0.2487 4.1093 -0.4136
C 0.2531 3.2114 0.4259
O -0.7568 2.4399 0.6680
C 1.4823 2.9335 1.2381
C 1.4625 1.9340 2.2018
C 2.6097 1.6090 2.9313
C 3.7481 2.3191 2.6422
O 4.9835 2.2112 3.2206
C 5.8362 3.0772 2.4727
O 5.0146 3.8965 1.6478
C 3.7637 3.3278 1.6933
C 2.6484 3.6691 0.9796
H 0.5308 1.4139 2.3831
H 2.6016 0.8444 3.6960
H 6.5045 2.4766 1.8464
H 6.4050 3.7050 3.1577
H 2.6383 4.4731 0.2563
C 2.4286 0.1502 -1.0344
P 1.3848 1.0065 -2.2183
C 2.1983 2.5510 -2.6359
C 1.4082 0.0190 -3.7069
O 0.0105 1.2748 -1.6651
H 3.4500 0.0626 -1.4070
H 2.0146 -0.8473 -0.8819
H 2.4180 0.6999 -0.0918
H 3.1878 2.3673 -3.0544
H 2.2732 3.1717 -1.7442
H 1.5824 3.0767 -3.3663
H 2.3996 0.0700 -4.1597
H 0.6604 0.3955 -4.4053
H 1.1712 -1.0195 -3.4740
O -2.4173 0.2440 -3.5854
C -2.0120 -0.6212 -2.8034
O -2.1608 -0.5074 -1.4931
C -1.2690 -1.8038 -3.2416
C -1.0175 -2.0378 -4.6078
C -0.1471 -3.0158 -5.0174
C 0.5235 -3.8105 -4.0541
C 0.2311 -3.6266 -2.6819
C -0.6487 -2.6468 -2.2971
N 1.4645 -4.7461 -4.4370
O 1.7256 -4.8858 -5.6625
O 2.0759 -5.3960 -3.5397
H -1.5074 -1.4006 -5.3337
H 0.0629 -3.1934 -6.0612
H 0.7128 -4.2854 -1.9748
H -0.8769 -2.4931 -1.2501
N -0.3683 -0.5722 0.7430
C 0.0123 -1.5610 1.2011
N 0.4677 -2.6618 1.7370
C 0.1737 -2.9994 3.1329
C 1.4646 -3.4668 3.7758
O 2.0460 -4.5288 3.0371
C 2.3868 -4.1234 1.7206
C 1.1556 -3.6874 0.9494
H -0.5679 -3.8034 3.1571
H -0.2405 -2.1209 3.6291
H 1.2748 -3.8470 4.7784
H 2.1692 -2.6269 3.8406
H 2.8530 -4.9784 1.2346
H 3.1083 -3.2967 1.7615
H 0.4844 -4.5372 0.7972
H 1.4214 -3.2793 -0.0250
```

=====

Which is the most stable structure? version x is the most stable.